{"formula": "C8H10N2O2", "method": "ωB97M-V/def2-TZVPD", "fmax_ev_per_a": 4.0, "smiles": "NC(=O)OCc1ccc(N)cc1", "e_tot_ev": -15534.00865, "homo_energy_ev": -8.06, "lumo_energy_ev": 0.90, "homo_lumo_gap_ev": 8.9589, "species": ["C", "C", "C", "C", "C", "C", "C", "C", "H", "H", "H", "H", "H", "H", "H", "H", "H", "H", "N", "N", "O", "O"], "positions_angstrom": [[3.052, -0.389, 0.146], [1.460, 0.993, -0.927], [0.017, 0.520, -0.641], [-0.917, 1.405, -0.124], [-2.183, 1.010, 0.272], [-2.639, -0.325, 0.233], [-1.718, -1.205, -0.401], [-0.452, -0.791, -0.829], [4.446, -1.266, 1.403], [3.971, 0.397, 1.771], [1.873, 0.516, -1.808], [1.365, 2.105, -1.058], [-0.656, 2.448, 0.058], [-2.927, 1.785, 0.584], [-4.283, -0.125, 1.254], [-4.064, -1.680, 0.674], [-1.976, -2.252, -0.518], [0.276, -1.557, -1.199], [4.046, -0.359, 1.092], [-3.910, -0.719, 0.506], [2.873, -1.312, -0.641], [2.347, 0.800, 0.152]], "forces_ev_per_angstrom": [[-0.098, -0.552, -0.910], [-1.985, 0.802, -0.477], [0.204, -0.401, -0.071], [0.070, 0.344, 0.486], [-1.839, 0.325, 0.616], [3.081, 0.158, -2.483], [0.191, 0.270, 0.361], [0.902, -0.701, 0.357], [-0.632, 1.230, -0.515], [0.174, -0.551, -0.266], [-0.052, 0.026, -0.210], [0.488, -1.031, 0.005], [0.030, -0.150, -0.242], [0.836, -0.615, -0.081], [-0.293, -0.602, -0.471], [-0.007, -0.940, 0.158], [-0.081, 0.010, -0.062], [-0.848, 0.723, 0.182], [-0.214, -0.338, 0.555], [-1.058, 1.779, 1.290], [0.004, 1.373, 1.073], [1.125, -1.160, 0.706]], "nbo_charge": [0.885, -0.084, -0.100, -0.190, -0.263, 0.171, -0.268, -0.176, 0.411, 0.402, 0.210, 0.192, 0.208, 0.201, 0.375, 0.381, 0.203, 0.235, -0.840, -0.781, -0.646, -0.526]}